Record 1
140
Properties=species:S:1:pos:R:3 method="wB97M-V/def2-TZVPD" homo_energy_ev=-8.982 max_force_ev_per_a=2.07
N -3.49740 -4.09189 -1.34497
P -4.58803 -4.18548 -0.24923
O -5.80434 -3.14749 -0.56749
O -5.20145 -5.70894 -0.12010
C -4.02298 -3.74487 1.43543
C -4.17585 -4.65229 2.55148
C -3.78404 -4.31538 3.81030
C -3.17179 -3.04201 4.02501
N -2.69011 -2.47832 5.15019
S -2.11310 -1.03218 4.72863
N -2.40498 -0.96543 3.12449
C -3.00531 -2.14514 2.90803
C -3.45256 -2.51235 1.59557
O -3.34983 -1.71224 0.50480
H -3.42065 -5.02490 -1.75587
H -6.19187 -2.83960 0.26707
H -6.02131 -5.60587 0.39254
H -4.60649 -5.64948 2.43774
H -3.92759 -4.99348 4.65090
H -2.43038 -1.58290 0.22912
C 1.46182 2.70162 5.91205
C 0.72785 1.90583 5.04323
C 1.16033 0.62082 4.74534
C 2.32242 0.12732 5.32323
C 3.05469 0.92215 6.19481
C 2.62686 2.21080 6.48628
H 1.12551 3.70552 6.14172
H -0.18272 2.28866 4.59687
H 0.59131 0.00277 4.06207
H 2.65694 -0.87693 5.09424
H 3.96027 0.53707 6.64702
H 3.20094 2.83237 7.16212
C -2.90920 6.57300 7.63294
C -1.77731 6.11813 8.29585
C -1.25092 4.86899 7.99495
C -1.85143 4.07859 7.02399
C -2.98132 4.53491 6.35840
C -3.51278 5.78028 6.66559
H -3.32121 7.54617 7.87048
H -1.30548 6.73808 9.04862
H -0.37150 4.51103 8.51672
H -1.43784 3.10596 6.78609
H -3.44869 3.91882 5.59974
H -4.39712 6.13393 6.15018
C -1.58013 0.05654 -2.08723
C -1.24860 0.74960 -0.92705
C -0.27890 1.74118 -0.96292
C 0.35414 2.04835 -2.16011
C 0.02135 1.35929 -3.31894
C -0.94272 0.36032 -3.28195
H -2.33625 -0.72120 -2.05963
H -1.74787 0.51591 0.00705
H -0.01660 2.27613 -0.05849
H 1.10718 2.82568 -2.18922
H 0.51490 1.60053 -4.25276
H -1.19842 -0.18053 -4.18444
C 6.27587 2.93291 -2.10040
C 5.22676 3.33964 -2.91455
C 4.00098 2.69184 -2.84319
C 3.82047 1.64291 -1.95102
C 4.86837 1.23867 -1.13488
C 6.09738 1.88077 -1.21205
H 7.23333 3.43627 -2.15856
H 5.36540 4.16191 -3.60607
H 3.18470 3.00538 -3.48345
H 2.86356 1.14064 -1.89236
H 4.72709 0.42168 -0.43817
H 6.91607 1.56177 -0.57893
C -4.63448 -7.20694 -3.50462
C -3.38788 -7.45366 -4.06385
C -3.26103 -7.60813 -5.43809
C -4.38006 -7.50640 -6.25351
C -5.62642 -7.25589 -5.69404
C -5.75434 -7.11039 -4.31966
H -4.73400 -7.08986 -2.43193
H -2.51380 -7.52665 -3.42793
H -2.28973 -7.80694 -5.87363
H -4.28075 -7.62215 -7.32568
H -6.49896 -7.17497 -6.33052
H -6.72695 -6.92073 -3.88287
C 7.42270 1.69098 -5.50157
C 8.67121 1.44813 -6.05911
C 8.80279 1.30226 -7.43406
C 7.68623 1.40901 -8.25220
C 6.43841 1.65539 -7.69527
C 6.30513 1.79224 -6.31996
H 7.31985 1.80154 -4.42938
H 9.54336 1.37161 -5.42089
H 9.77611 1.10614 -7.86796
H 7.78895 1.30012 -9.32485
H 5.56799 1.73997 -8.33442
H 5.33073 1.97923 -5.88502
C -6.31688 -11.81894 -3.47824
C -6.81973 -12.70074 -2.53063
C -6.65028 -12.43792 -1.17814
C -5.98569 -11.28794 -0.77300
C -5.48589 -10.40423 -1.72042
C -5.64770 -10.67145 -3.07386
H -6.44648 -12.02592 -4.53336
H -7.34378 -13.59439 -2.84681
H -7.03684 -13.12896 -0.43922
H -5.85742 -11.08060 0.28244
H -4.96899 -9.50622 -1.40405
H -5.25336 -9.98464 -3.81285
C 13.00238 0.58918 -5.40170
C 12.20578 -0.21874 -6.20188
C 12.65637 -0.61851 -7.45281
C 13.90838 -0.21778 -7.89975
C 14.70650 0.58718 -7.09801
C 14.25218 0.99418 -5.85085
H 12.64914 0.90362 -4.42723
H 11.23157 -0.53688 -5.85054
H 12.03179 -1.24340 -8.07932
H 14.26205 -0.53328 -8.87347
H 15.68367 0.89835 -7.44614
H 14.87275 1.62637 -5.22806
C -3.48601 10.74574 9.90225
C -2.45877 10.21737 9.13218
C -1.28542 9.78881 9.73842
C -1.14317 9.88012 11.11661
C -2.17194 10.40527 11.88701
C -3.34159 10.84186 11.27983
H -4.39978 11.08288 9.42878
H -2.57243 10.14012 8.05759
H -0.48156 9.38258 9.13656
H -0.22994 9.54163 11.59019
H -2.06151 10.47498 12.96208
H -4.14162 11.25622 11.88050
C -5.80825 3.76671 -2.21426
C -6.62707 3.27555 -1.20615
C -6.31743 2.07363 -0.58337
C -5.18334 1.36708 -0.96258
C -4.36268 1.86011 -1.96831
C -4.67711 3.05758 -2.59697
H -6.05170 4.70268 -2.70204
H -7.50799 3.82984 -0.90596
H -6.96005 1.68765 0.19874
H -4.93809 0.43082 -0.47376
H -3.47729 1.30763 -2.26028
H -4.03926 3.43906 -3.38497



Record 2
98
Properties=species:S:1:pos:R:3 method="wB97M-V/def2-TZVPD" homo_energy_ev=-8.410 total_charge=+1 max_force_ev_per_a=4.38
C -0.48608 0.19850 -3.07286
C 0.45806 -1.90057 -2.60005
C -0.45649 -0.02532 -4.46530
C 0.74823 -2.03955 -3.99808
C 0.22573 -1.15196 -4.91920
H -0.97221 0.69818 -5.09404
H 1.35116 -2.89593 -4.28390
H 0.32613 -1.27587 -6.00066
N -0.11173 -0.70689 -2.17760
P -0.27388 2.29974 -1.01978
P 0.06733 -2.78100 0.05558
C -1.01237 1.58795 -2.59365
H -0.80002 2.32847 -3.39552
H -2.11243 1.52270 -2.42522
C -0.21010 1.48456 2.50922
O 0.68241 1.52501 3.24026
C 0.57968 -2.96490 -1.69164
H 1.18242 -3.79443 -2.09944
C 1.34634 -3.22850 1.59968
C -1.36680 -4.07830 -0.20576
C 1.38041 3.06006 -1.63604
C -1.49983 3.63852 -0.45318
C 1.79149 -2.01759 2.44535
H 0.95988 -1.52964 2.96609
H 2.49714 -2.38539 3.21450
H 2.32600 -1.27056 1.85149
C 0.67023 -4.19899 2.57517
H -0.21332 -3.74079 3.04080
H 0.38804 -5.15208 2.11348
H 1.38104 -4.42453 3.38916
C 2.59747 -3.82651 0.97750
H 3.26928 -4.22207 1.75228
H 2.37908 -4.64638 0.28857
H 3.14581 -3.04077 0.45085
C -2.24382 -4.14333 1.04835
H -2.49199 -3.13581 1.40740
H -3.18568 -4.64648 0.78644
H -1.78611 -4.70916 1.86834
C -2.24283 -3.63045 -1.39250
H -2.52470 -2.57517 -1.29714
H -1.75309 -3.79526 -2.36354
H -3.20042 -4.18348 -1.38391
C -0.60536 -5.38310 -0.50516
H 0.30886 -5.20640 -1.08948
H -0.31318 -5.91864 0.40731
H -1.24648 -6.04696 -1.10258
C -0.85661 4.35862 0.74617
H -1.59751 5.05483 1.16720
H -0.56461 3.64593 1.53315
H 0.01887 4.95218 0.45252
C -2.81759 2.99791 0.01515
H -3.34017 2.46788 -0.79129
H -2.67818 2.28630 0.83866
H -3.48414 3.79823 0.37522
C -1.85848 4.63422 -1.56663
H -2.19584 4.13187 -2.48406
H -2.69339 5.25482 -1.20435
H -1.04246 5.31879 -1.81677
C 2.02742 2.09234 -2.64135
H 1.50444 2.09602 -3.60728
H 3.06422 2.40971 -2.84103
H 2.06143 1.06971 -2.24811
C 2.30290 3.20374 -0.41476
H 2.50468 2.23029 0.04826
H 3.26373 3.61901 -0.76304
H 1.88394 3.88493 0.33707
C 1.25247 4.43574 -2.30506
H 0.55028 4.44002 -3.14808
H 0.99004 5.23076 -1.59350
H 2.24179 4.69994 -2.71173
Hg -0.23244 -0.01520 0.27943
N 2.82944 -0.06986 -0.07180
C 3.95006 -0.20415 -0.42771
C 4.94683 -0.95277 -1.27358
C 4.31013 -2.31178 -1.74869
C 5.04559 -0.17018 -2.60012
C 6.19878 -1.21695 -0.41611
H 4.04050 -2.99184 -0.92426
H 3.35117 -2.16288 -2.31416
H 5.04258 -2.82886 -2.39558
H 5.20301 0.92202 -2.51514
H 5.80797 -0.59571 -3.27114
H 4.06403 -0.31984 -3.11320
H 6.84586 -1.95179 -0.92929
H 6.79274 -0.31510 -0.20876
H 5.92227 -1.64615 0.57546
S -3.22609 -0.31961 0.24856
C -3.61387 -0.57623 1.87661
N -2.98801 0.15248 2.86501
C -3.33146 0.04691 4.18698
C -4.34362 -0.80902 4.56723
C -4.95257 -1.63790 3.60659
C -4.55602 -1.53976 2.27557
H -2.21679 0.78147 2.60238
H -2.78201 0.69376 4.87252
H -4.64941 -0.83090 5.60825
H -5.72702 -2.34083 3.88584
H -4.96692 -2.18041 1.50466



Record 3
70
Properties=species:S:1:pos:R:3 method="wB97M-V/def2-TZVPD" homo_energy_ev="-15.446 / -16.563" spin_multiplicity=3 total_charge=+3 de_lowest_kcal_mol=0.0 max_force_ev_per_a=4.39
Au -0.28591 -0.79265 0.17670
P -0.55253 0.62547 -1.97060
P -2.64346 -1.45890 0.23437
P 2.10752 -0.09262 0.38190
H -0.35695 -2.81536 -1.25171
C 0.52804 -2.86946 -0.60223
C 0.26258 -2.56060 0.85105
H 1.15280 -2.46314 1.47672
C -0.27679 -0.31589 -3.51650
C -2.18011 1.40562 -2.18701
C 0.56915 2.05652 -2.20140
C -3.01244 -2.67915 1.52984
C -3.72288 -0.04060 0.60422
C -3.25506 -2.18633 -1.31953
C 2.97261 -0.79702 1.83910
C 2.37262 1.69449 0.60978
C 3.20906 -0.59141 -0.99791
H 0.85652 -3.91763 -0.63451
H -0.47876 -3.21810 1.32225
H -0.50475 0.31651 -4.38745
H -0.91940 -1.20524 -3.54040
H 0.77310 -0.63536 -3.57849
H -2.14225 2.10951 -3.02961
H -2.43890 1.96393 -1.28009
H -2.95187 0.65376 -2.38377
H 0.22973 2.64559 -3.06918
H 1.60313 1.72306 -2.37808
H 0.53540 2.69956 -1.31068
H -4.10773 -2.77757 1.59394
H -2.61489 -2.33256 2.49568
H -2.55838 -3.64620 1.26714
H -4.73400 -0.43766 0.78097
H -3.73140 0.64844 -0.25206
H -3.35417 0.48022 1.50114
H -4.35142 -2.25213 -1.24206
H -2.83051 -3.19611 -1.43255
H -2.97924 -1.56431 -2.18619
H 3.88239 -0.21368 2.05593
H 3.25918 -1.84616 1.67410
H 2.31569 -0.75451 2.71814
H 3.31596 1.87726 1.14232
H 1.55409 2.10962 1.20787
H 2.39797 2.21526 -0.35301
H 4.19626 -0.11348 -0.89874
H 2.78088 -0.30266 -1.96770
H 3.35595 -1.68047 -0.99576
C 2.77439 -4.93829 1.96653
C 3.29811 -4.81149 0.62751
C 4.65419 -4.69130 0.40643
C 5.50289 -4.42563 1.49880
C 5.04918 -4.56482 2.82623
C 3.71476 -4.84254 3.07650
O 1.52846 -5.09859 1.96004
H 2.44795 -4.98353 -0.03600
H 1.33322 -2.28251 -1.06280
H 5.07133 -4.81057 -0.59418
H 6.53504 -4.12260 1.31220
H 5.74138 -4.43535 3.66936
H 3.32345 -5.10384 4.05671
Cl -1.45326 0.16641 5.75170
C -1.24346 0.93938 4.23629
C -1.56858 2.28692 4.05529
C -1.41336 2.84226 2.78553
C -0.95460 2.03396 1.74770
N -0.68237 0.73888 1.93503
C -0.76788 0.18546 3.15855
H -1.93398 2.86243 4.89902
H -1.64133 3.88088 2.56946
H -0.80904 2.44190 0.74234
H -0.49429 -0.86078 3.27833



Record 4
73
Properties=species:S:1:pos:R:3 method="wB97M-V/def2-TZVPD" homo_energy_ev="-13.955 / -13.898" spin_multiplicity=5 total_charge=+2 de_lowest_kcal_mol=0.0 max_force_ev_per_a=0.68
Os 1.00147 0.10758 -2.64012
C 3.41412 2.76194 2.18132
O 2.01423 2.85835 2.50217
C 1.54959 1.87266 3.34241
C 1.24145 2.21361 4.65112
C 0.80724 1.25102 5.54433
C 0.68800 -0.07125 5.13106
C 0.95829 -0.40628 3.81820
C 1.36130 0.56585 2.90683
N 1.60438 0.11301 1.56164
C 1.21622 0.61146 0.38817
N 0.67583 1.81593 0.26046
C 0.24440 2.43667 -0.92891
C 0.33759 1.92010 -2.23403
C -0.14019 2.67800 -3.33219
C -0.70712 3.90677 -3.11316
C -0.81458 4.41900 -1.82037
C -0.33512 3.69924 -0.73681
O -0.37783 4.11320 0.54480
C -0.89462 5.42401 0.82210
N 1.32624 -0.16502 -0.70503
C 2.10625 -1.35998 -0.75567
C 1.47971 -2.58440 -1.02074
C 2.22977 -3.74086 -1.12637
C 3.60834 -3.66268 -0.97360
C 4.24965 -2.45526 -0.70687
C 3.50798 -1.28817 -0.58645
O 4.00027 -0.07016 -0.32943
C 5.41662 0.05969 -0.11685
H 3.66385 3.66041 1.62484
H 3.62084 1.87764 1.57323
H 3.99958 2.72343 3.09895
H 1.37734 3.24406 4.95281
H 0.58109 1.52683 6.56542
H 0.37624 -0.83790 5.82674
H 0.84408 -1.43212 3.48467
H 1.86192 -0.86474 1.50927
H 0.73592 2.44189 1.06949
H -0.06765 2.29316 -4.33612
H -1.06811 4.48667 -3.95165
H -1.28089 5.38033 -1.66351
H -0.75653 5.57641 1.88609
H -1.95479 5.47511 0.57599
H -0.33710 6.17801 0.26749
H 0.39990 -2.61147 -1.10796
H 1.74754 -4.68929 -1.31662
H 4.20801 -4.55916 -1.06189
H 5.32426 -2.43473 -0.60358
H 5.58891 1.11189 0.08021
H 5.96635 -0.23672 -1.00920
H 5.73140 -0.53655 0.73871
S -3.65538 -4.40745 -1.55393
C -2.73141 -3.00532 -2.01978
C -2.73077 -1.79669 -1.31404
C -1.84607 -0.81163 -1.67328
N -0.98692 -0.94217 -2.69999
C -1.03413 -2.07609 -3.42945
C -1.88029 -3.11549 -3.12567
C -5.01976 -3.63902 -0.71157
C -4.97788 -3.42643 0.65725
C -6.10113 -2.88289 1.26468
N -7.21616 -2.56328 0.60831
C -7.23926 -2.79356 -0.70605
C -6.17234 -3.33052 -1.41578
H -3.41884 -1.62856 -0.49733
H -1.80882 0.12643 -1.13104
H -0.38749 -2.12324 -4.29688
H -1.89138 -4.00087 -3.74711
H -4.10605 -3.69275 1.24079
H -6.10858 -2.70501 2.33369
H -8.16005 -2.54174 -1.21787
H -6.24304 -3.50889 -2.48034
Cl 1.38407 0.06801 -4.81599